Arrangement a

14
Properties=species:S:1:pos:R:3 method="wB97M-V/def2-TZVPD" lumo_ev=0.399
C 0.389 0.340 2.161
C 0.283 -0.329 -0.374
C -0.474 -0.234 -1.725
H -0.319 -0.256 2.741
H 1.210 -0.621 2.096
H 0.757 1.367 2.518
H -0.839 2.707 -0.071
H 1.469 -2.013 -0.765
H -1.119 -1.229 -3.217
N 0.023 0.549 0.723
N 1.163 -1.308 -0.100
O -0.713 -1.428 -2.435
O -0.554 0.820 -2.216
S -1.276 1.635 0.664


Arrangement b

14
Properties=species:S:1:pos:R:3 method="wB97M-V/def2-TZVPD" lumo_ev=0.155
C 0.627 -1.326 0.026
C -0.936 0.997 0.155
C -2.351 0.913 -0.133
N 0.171 1.300 0.341
N 1.311 1.170 0.656
O 3.034 -0.644 0.975
O 2.597 -0.083 -1.330
S 2.104 -0.194 0.015
H 1.192 -2.223 0.358
H 0.328 -1.492 -0.978
H -0.225 -1.096 0.648
H -2.644 0.488 0.744
H -2.328 0.251 -1.051
H -2.879 1.939 -0.426


Most stable = arrangement a


Arrangement a

14
Properties=species:S:1:pos:R:3 method="wB97M-V/def2-TZVPD" smiles="C=[S@@]1(=O)NC(C)=NO1" lumo_ev=0.461
C -0.794 0.573 -0.047
C 2.219 -1.339 0.589
C -2.104 1.237 0.347
N -0.039 1.387 -0.703
N -0.330 -0.756 0.099
O 1.357 -1.521 -1.879
O 1.017 0.825 -1.289
S 1.201 -0.865 -0.641
H 3.198 -1.627 0.145
H 2.263 -0.751 1.539
H -2.496 1.791 -0.428
H -1.647 1.889 1.195
H -2.899 0.666 0.898
H -0.946 -1.510 0.175


Arrangement b

14
Properties=species:S:1:pos:R:3 method="wB97M-V/def2-TZVPD" lumo_ev=-0.038
C -1.288 -1.482 1.872
C -0.426 0.358 -0.924
C 1.511 1.528 -1.817
H -1.624 -2.371 1.361
H -0.706 -1.779 2.753
H -2.153 -0.861 2.154
H -0.929 0.692 -1.842
H 1.145 -0.070 0.840
H 2.521 1.709 -1.481
N -1.111 -0.339 -0.108
N 0.893 0.786 -0.853
O -0.423 -0.720 1.035
O 1.721 0.481 0.223
S 0.868 2.068 -3.214


Most stable = arrangement b


Arrangement a

14
Properties=species:S:1:pos:R:3 method="wB97M-V/def2-TZVPD" lumo_ev="-0.910 / -0.907"
C -0.043 0.171 3.135
C -0.688 -1.021 -2.261
C 0.079 -0.079 -1.420
N 0.936 0.993 2.995
N -0.992 -0.482 3.338
O 0.841 1.584 1.365
O -0.649 0.170 -0.189
S -0.520 1.528 0.692
H -0.062 -1.108 -3.142
H -0.652 -1.984 -1.850
H -1.741 -0.757 -2.526
H 0.456 0.856 -2.051
H 1.113 -0.726 -1.262
H 1.923 0.856 3.175


Arrangement b

14
Properties=species:S:1:pos:R:3 method="wB97M-V/def2-TZVPD" smiles="C=NOC(=S)N(C)O" lumo_ev=0.718
C 0.021 2.088 0.177
C -0.354 -0.349 0.209
C 3.079 -0.255 -0.125
H 0.541 2.286 -0.857
H 0.894 1.919 0.759
H -0.511 2.956 0.611
H -2.570 0.326 -0.042
H 3.758 -0.027 -0.921
H 3.382 -0.712 0.917
N -0.810 0.887 0.096
N 1.894 -0.047 -0.486
O -2.103 1.167 -0.311
O 0.947 -0.468 0.501
S -1.270 -1.695 -0.051


Most stable = arrangement b


Arrangement a

23
Properties=species:S:1:pos:R:3 method="wB97M-V/def2-TZVPD" smiles="C=C(C)[C@H](C)CC.[H][H]" lumo_ev=1.147
C -2.009 -0.857 0.745
C -0.988 0.088 1.375
C -0.073 0.789 0.364
C 0.751 1.886 1.054
C 0.853 -0.132 -0.417
C 1.314 -1.290 0.058
C 1.281 0.378 -1.769
H -2.616 -0.332 -0.002
H -2.689 -1.265 1.500
H -1.520 -1.697 0.242
H -1.518 0.866 1.940
H -0.380 -0.451 2.114
H -0.727 1.284 -0.372
H 0.094 2.620 1.534
H 1.398 1.448 1.824
H 1.390 2.422 0.344
H -1.104 -1.901 -2.636
H -0.659 -1.841 -2.041
H 2.009 -1.897 -0.518
H 1.027 -1.679 1.031
H 1.903 -0.350 -2.299
H 0.408 0.600 -2.395
H 1.854 1.310 -1.678


Arrangement b

23
Properties=species:S:1:pos:R:3 method="wB97M-V/def2-TZVPD" smiles="CC(C)C.C=CC" lumo_ev=1.170
C 2.033 0.249 -0.647
C -0.862 -1.097 -0.211
C 2.147 0.497 0.670
C 2.371 -1.046 -1.303
H 1.739 1.046 -1.317
H 2.566 -0.261 1.318
H 1.556 -1.385 -1.940
H -1.591 -1.686 0.341
H -0.947 -1.326 -1.272
H 0.097 -1.398 0.193
H 2.246 1.511 1.028
H 0.335 0.782 1.463
H 3.237 -0.919 -1.956
H 2.599 -1.816 -0.568
C -2.783 0.581 -0.129
C -1.284 0.446 0.096
C -0.861 0.829 1.482
H -0.751 1.069 -0.628
H -3.090 1.618 -0.031
H -3.056 0.244 -1.128
H -3.333 -0.011 0.597
H -1.041 1.874 1.707
H -1.331 0.201 2.235


Most stable = arrangement a


Arrangement a

14
Properties=species:S:1:pos:R:3 method="wB97M-V/def2-TZVPD" smiles="N/C=[NH+]/C=C/[N+](=O)[O-]" total_charge=+1 lumo_ev=-5.150
C 1.040 1.455 -0.385
C 0.333 0.302 -0.431
C -0.844 -1.537 0.623
N -1.591 -2.064 1.559
N 1.563 1.988 -1.648
N -0.258 -0.361 0.588
O 1.503 1.335 -2.651
O 1.959 3.101 -1.544
H 1.057 2.084 0.553
H 0.092 -0.255 -1.421
H -0.704 -2.071 -0.407
H -2.116 -2.905 1.495
H -1.830 -1.379 2.285
H -0.204 0.308 1.384


Arrangement b

14
Properties=species:S:1:pos:R:3 method="wB97M-V/def2-TZVPD" smiles="[H]/N=C/C(=C/[NH3+])[N+](=O)[O-]" total_charge=+1 lumo_ev=-5.140
C -0.445 -0.538 -0.555
C -0.548 0.278 1.772
C 0.158 0.109 0.392
N -1.522 -0.424 2.005
N 1.394 1.007 0.060
N 0.015 -0.738 -1.921
O 1.983 1.555 0.928
O 1.743 0.920 -1.086
H -1.298 -0.945 -0.181
H -0.023 1.044 2.350
H -1.995 -0.270 2.947
H 0.844 -1.222 -1.905
H 0.424 0.229 -2.276
H -0.729 -1.005 -2.532


Most stable = arrangement a


Arrangement a

18
Properties=species:S:1:pos:R:3 method="wB97M-V/def2-TZVPD" total_charge=-1 lumo_ev=3.682
C -1.375 -0.584 -0.461
C -0.141 -0.526 -1.407
C 0.413 1.047 -1.346
O -0.634 1.886 -1.540
C -0.762 -0.403 1.126
O 0.431 -1.062 1.363
H -2.172 0.102 -0.657
H -1.871 -1.625 -0.413
H -0.489 -0.617 -2.378
H 0.750 -0.926 -0.984
H 1.355 1.265 -1.799
H 0.831 1.098 -0.328
H -1.116 2.317 -0.960
H -0.851 0.795 1.209
H -1.528 -0.769 1.725
H 3.166 -0.897 2.490
H 1.494 -0.803 2.021
O 2.499 -0.297 2.339


Arrangement b

18
Properties=species:S:1:pos:R:3 method="wB97M-V/def2-TZVPD" total_charge=-1 lumo_ev=4.128
C 0.384 -1.458 -1.017
C -0.476 -1.146 0.204
C 0.277 -0.224 1.218
O -0.042 1.096 1.003
C 0.738 -0.265 -1.930
O 1.066 0.947 -1.255
H 1.301 -1.899 -0.602
H 0.065 -2.231 -1.749
H -0.858 -2.054 0.661
H -1.287 -0.518 -0.204
H -0.167 -0.536 2.197
H 1.367 -0.377 1.237
H -0.114 0.092 -2.543
H 1.641 -0.471 -2.498
H 0.624 1.071 -0.368
H -1.130 1.884 1.691
H -1.569 3.514 1.954
O -1.821 2.575 2.004


Most stable = arrangement b


Arrangement a

10
Properties=species:S:1:pos:R:3 method="wB97M-V/def2-TZVPD" smiles="C=CC=C(F)F" lumo_ev=0.875
C -0.917 -0.003 0.021
C 0.296 -0.584 -0.009
C 1.461 0.190 0.197
C 2.745 -0.069 -0.076
H 0.138 -1.581 -0.009
H 1.286 1.184 0.685
H 2.898 -1.028 -0.600
H 3.605 0.547 -0.075
F -1.974 -0.812 0.039
F -1.297 1.220 -0.128


Arrangement b

10
Properties=species:S:1:pos:R:3 method="wB97M-V/def2-TZVPD" smiles="C=CC=C(F)F" lumo_ev=1.021
C -1.015 -0.461 -1.363
C 0.124 -0.017 -0.741
C 0.149 -0.042 0.659
C 1.039 0.542 1.409
H 0.890 0.442 -1.358
H -0.721 -0.526 1.147
H 1.844 1.159 1.083
H 1.043 0.369 2.514
F -1.268 -0.528 -2.629
F -2.086 -0.938 -0.721


Most stable = arrangement b